# 1
Entry from the Open Molecules 2025 dataset: a structure of composition C45H36Br4NO5P3V (ωB97M-V with the def2-TZVPD basis set).

Values from the calculation:
2S+1	3
charge	-1
maximum force	0.01878	Eh/bohr
LUMO (alpha / beta)	2.2 / 2.2	eV
DFT total energy	-14431.69481	a.u.
energy relative to the best compared isomer or geometry (same formula, charge and spin)	194.2	kJ/mol

The geometry in XYZ format:
```
95
Properties=species:S:1:pos:R:3:forces:R:3
H -4.007 -0.503 1.865 -0.01 0.00 0.00
C 2.019 -2.365 3.203 0.00 0.00 0.04
N -0.845 -2.526 0.260 -0.24 -0.11 -0.05
H -4.039 -1.346 -2.192 0.00 0.01 0.00
C 3.658 0.270 -1.044 0.09 -0.02 -0.07
C 2.190 -3.519 -1.201 0.00 -0.02 0.00
H -1.225 -3.463 0.317 0.06 -0.02 -0.05
H -1.592 4.888 3.922 0.00 0.00 0.00
C 0.995 -2.800 5.332 -0.03 0.00 0.01
C 2.123 -2.499 4.577 0.00 0.01 -0.02
P -0.878 2.738 -0.526 -0.22 -0.03 0.14
C -5.550 -3.498 1.436 0.00 0.00 -0.01
H 3.300 -4.469 -2.763 -0.01 0.00 0.00
P -1.923 -1.022 -0.089 0.10 -0.45 -0.02
H -6.384 -4.078 1.813 0.00 0.00 0.01
Br 6.399 3.708 -2.641 -0.02 -0.03 0.02
H 2.895 -2.119 2.610 0.01 -0.01 0.02
C 1.327 4.826 2.219 -0.04 0.00 0.02
H 1.073 -2.899 6.408 0.00 0.00 0.00
C 0.905 4.136 1.095 0.05 -0.05 -0.06
C -3.076 -1.391 -2.684 0.00 0.00 0.00
C 3.260 -5.661 -0.978 -0.01 0.00 0.01
C 5.299 2.316 -1.983 0.00 0.15 -0.03
H -3.127 3.715 -0.045 0.03 0.00 0.04
O 0.626 0.747 1.811 0.25 -0.28 -0.45
H -2.328 3.632 1.954 -0.05 -0.02 -0.02
Br 5.530 -1.795 -1.277 0.01 -0.03 0.00
C -1.916 -1.299 -1.919 -0.01 0.04 -0.02
C -0.233 -2.960 4.709 0.02 0.01 0.01
H 2.362 5.137 2.298 0.00 0.00 -0.01
C 0.232 0.760 3.148 -0.01 0.05 0.19
Br 3.278 4.354 -1.702 -0.03 -0.07 -0.07
C -0.422 3.722 0.958 -0.10 0.05 0.04
H 3.856 -6.460 -1.402 0.00 0.00 0.00
O 2.784 -0.640 -0.617 0.21 0.41 0.20
C -4.764 -3.995 0.405 0.00 0.00 -0.01
C -5.268 -2.247 1.967 0.00 0.00 -0.01
C -0.291 3.363 -3.142 0.01 0.00 0.00
H -0.291 2.284 -3.252 -0.01 0.00 -0.01
P 0.681 -2.249 0.771 0.13 0.02 -0.02
C 3.171 1.604 -1.092 -0.01 -0.56 0.00
H -1.303 -2.912 2.842 0.01 -0.03 -0.01
C 2.818 -5.743 0.334 -0.01 0.00 -0.02
C -3.400 -1.994 0.459 -0.02 0.04 -0.04
H 0.758 5.647 4.123 -0.01 0.00 0.00
H 0.263 6.189 -4.921 -0.01 0.00 0.00
C 0.028 5.553 -4.076 -0.01 0.03 0.02
C -0.503 5.300 -1.742 0.01 -0.03 -0.02
C -1.780 -1.528 -4.710 0.01 0.00 0.00
C -3.180 1.537 0.201 -0.03 -0.16 -0.09
C -0.214 6.114 -2.828 -0.02 -0.01 -0.01
H 0.182 3.732 -5.201 0.00 0.00 0.00
C -4.208 -1.495 1.477 0.03 -0.02 0.05
C -3.697 -3.248 -0.076 -0.01 0.02 0.02
C 1.735 -3.593 0.115 -0.04 -0.04 0.06
V 1.251 0.183 0.255 -0.55 0.31 0.73
C 5.787 1.025 -1.894 0.08 -0.19 0.03
O 1.927 1.723 -0.671 0.23 0.42 -0.33
H 1.037 0.427 3.810 0.03 -0.03 -0.04
C -3.009 -1.516 -4.064 0.00 0.00 0.01
C -0.616 -1.419 -3.963 -0.01 -0.01 -0.02
C 0.788 -2.538 2.569 0.06 0.05 0.00
C -0.542 3.915 -1.888 0.15 0.03 0.05
C 2.943 -4.548 -1.744 -0.01 0.01 0.00
C 2.058 -4.716 0.876 -0.01 0.01 -0.02
H -5.883 -1.846 2.764 0.00 0.00 0.00
C -1.312 3.998 1.995 0.05 -0.06 -0.02
Br 7.565 0.620 -2.393 0.00 0.02 -0.01
H -1.116 -3.178 5.296 0.00 0.00 0.00
H -0.058 1.776 3.431 0.02 0.00 -0.06
C -0.886 4.689 3.125 -0.03 -0.01 0.02
H -0.680 5.741 -0.768 0.00 0.01 0.00
C -0.693 -1.310 -2.582 -0.01 -0.01 0.04
H -3.102 -3.640 -0.893 0.01 -0.01 0.00
O -3.176 0.501 -0.571 -0.20 0.31 0.04
H 1.719 -4.787 1.902 0.00 -0.02 -0.01
H 0.351 -1.416 -4.452 0.00 0.00 0.00
C -2.737 2.808 -0.506 0.07 0.00 -0.02
H 3.066 -6.606 0.939 -0.01 0.00 0.00
O -3.415 1.536 1.407 0.03 0.12 0.05
H -3.046 2.762 -1.550 0.03 -0.02 -0.01
H 1.982 -2.639 -1.792 -0.01 -0.01 -0.01
H 3.081 -2.359 5.063 0.00 -0.01 0.00
H -4.982 -4.963 -0.029 -0.01 0.00 0.00
H 1.616 3.900 0.314 -0.09 0.03 0.07
C 4.960 -0.004 -1.420 -0.09 0.05 -0.07
H -3.924 -1.591 -4.641 0.00 0.00 0.00
H -0.632 0.106 3.296 -0.01 0.01 -0.07
H -0.175 7.189 -2.701 0.00 0.00 0.00
C -0.338 -2.825 3.329 -0.05 0.04 -0.02
C -0.019 4.176 -4.234 0.03 -0.02 0.01
H -1.730 -1.615 -5.789 0.00 0.00 0.00
C 0.430 5.110 3.241 0.00 0.00 -0.03
C 3.985 2.608 -1.583 0.12 0.15 -0.05
H 0.229 -1.233 -2.012 0.00 0.01 -0.01
```
Forces are in eV/Å.


# 2
Entry from the Open Molecules 2025 dataset: the molecule C17H25BrN2O3S (ωB97M-V with the def2-TZVPD basis set).

Values from the calculation:
structure (SMILES)	CC1CCN(CCNC(=O)CCS(=O)(=O)c2ccc(Br)cc2)CC1
maximum force	0.01491	Eh/bohr
LUMO	0.1	eV
DFT total energy	-3970.23348	a.u.
energy relative to the best compared isomer or geometry (same formula, charge and spin)	29.6	kJ/mol

The geometry in XYZ format:
```
49
Properties=species:S:1:pos:R:3:forces:R:3
H 1.224 1.914 4.675 0.02 0.06 0.05
C -1.570 0.005 4.064 0.29 -0.30 0.06
H -0.699 -0.367 -6.269 0.02 -0.04 -0.15
C 0.281 -0.348 0.835 0.21 -0.23 -0.07
H -1.093 0.585 -2.145 -0.01 0.02 0.17
H -2.294 2.690 -2.728 -0.02 0.03 0.05
C -0.498 0.632 4.955 -0.24 0.32 -0.06
C -1.045 0.322 -5.515 0.07 -0.12 -0.06
N 1.494 -1.959 -0.552 -0.44 -0.09 0.21
O -0.493 -1.981 -2.520 -0.10 0.21 0.15
C 2.588 -1.932 -2.700 0.12 -0.04 0.28
C 1.240 -1.560 0.811 -0.06 0.29 0.23
H -0.333 -1.598 3.326 -0.04 -0.03 -0.04
H 2.171 -0.647 -4.413 -0.03 0.08 -0.08
C 0.981 0.676 2.929 -0.07 0.33 0.04
H -0.175 2.325 3.670 -0.01 0.09 -0.02
O 0.107 -2.351 -4.874 0.15 0.08 -0.32
H -2.200 -0.671 4.646 -0.07 0.00 0.05
C -1.265 0.860 -3.174 -0.04 0.02 0.08
H 1.617 -0.126 3.341 0.05 0.03 -0.03
C 1.773 -0.868 -3.426 -0.73 -0.18 -0.17
H 0.683 -2.224 -1.104 0.26 0.00 0.01
H 1.686 0.049 -2.848 -0.01 0.13 0.00
C -2.155 2.324 -4.836 -0.05 0.09 -0.06
H -0.631 -0.626 0.295 0.04 0.05 -0.06
H -1.730 2.252 5.680 -0.09 0.12 -0.03
H 0.105 -0.172 5.394 0.02 -0.02 -0.03
H -1.757 0.816 6.704 -0.10 -0.02 0.11
C -0.924 -0.762 2.913 -0.29 0.15 0.05
H -1.904 1.736 -6.883 -0.01 0.01 -0.06
H -2.200 0.795 3.652 -0.08 0.04 -0.02
O 3.611 -1.167 -0.661 0.31 0.23 0.08
H 2.201 -1.298 1.259 -0.12 -0.10 0.03
H 0.762 0.476 0.297 -0.02 -0.07 -0.09
S 0.076 -1.466 -3.744 0.07 0.49 -0.20
H -0.350 1.881 6.714 0.05 0.09 0.11
C -0.826 0.024 -4.184 0.41 -0.50 0.17
C -1.718 1.484 -5.851 -0.06 0.09 0.08
Br -3.075 3.919 -5.288 0.08 -0.14 0.04
H 1.601 1.310 2.291 0.06 -0.06 0.00
H 0.799 -2.400 1.353 0.09 0.05 0.04
C 2.630 -1.643 -1.195 -0.04 -0.36 -0.50
H 2.148 -2.913 -2.890 0.14 -0.10 0.02
C 0.408 1.498 4.081 0.21 -0.37 0.06
N -0.109 0.147 2.132 0.00 -0.03 0.04
C -1.122 1.445 6.084 0.18 -0.24 -0.13
H 3.617 -1.931 -3.063 -0.14 0.01 0.04
H -1.698 -1.179 2.263 0.04 -0.07 0.00
C -1.939 2.024 -3.499 0.00 0.03 -0.07
```
Forces are in eV/Å.


# 3
Entry from the Open Molecules 2025 dataset: a structure of composition C37H31FeNP (ωB97M-V with the def2-TZVPD basis set).

Values from the calculation:
2S+1	5
charge	-1
maximum force	0.04947	Eh/bohr
LUMO (alpha / beta)	2.2 / 2.2	eV
DFT total energy	-3088.14134	a.u.
energy relative to the best compared isomer or geometry (same formula, charge and spin)	16.7	kJ/mol

The geometry in XYZ format:
```
71
Properties=species:S:1:pos:R:3:forces:R:3
H 0.473 0.904 -1.396 -0.26 0.14 0.19
C 0.024 4.004 5.558 0.95 1.87 -0.68
H -0.465 3.881 4.592 0.11 -0.21 0.45
C -1.315 -1.951 -0.407 0.04 -0.33 0.07
C 2.075 -0.611 0.261 0.58 0.02 -0.33
H -4.418 3.086 4.431 -0.01 -0.38 -0.14
C 0.573 1.055 7.707 -0.75 -1.72 0.86
H 0.405 1.911 9.797 -0.06 0.09 -0.27
H 1.631 -2.444 -0.819 0.23 0.27 0.09
C -1.322 2.265 8.375 -1.30 -1.50 0.66
H -1.276 1.174 2.543 -0.10 0.18 -0.34
H -1.469 -1.003 -0.927 -0.02 -0.30 0.23
C -0.356 1.059 6.603 -1.17 -1.64 0.52
H 0.416 5.292 8.679 -0.02 -0.34 -0.09
H -0.733 -5.324 1.463 -0.07 0.28 -0.23
H -2.044 2.847 8.961 0.45 -0.28 -0.33
H 3.693 -2.380 -2.181 -0.08 0.21 0.20
H 0.490 -3.273 2.187 -0.32 0.08 -0.24
C -3.417 -0.617 3.786 -0.10 0.26 0.15
H 2.098 3.160 5.205 -0.27 -0.11 0.31
C 4.406 -0.532 -1.316 -0.29 -0.05 0.21
H -3.171 -1.669 3.625 0.01 0.20 0.03
C -2.677 2.175 6.178 0.39 -0.25 0.58
C -1.830 3.128 -0.199 0.12 -0.25 0.20
H 2.822 1.226 1.143 0.07 -0.29 -0.22
C -1.577 1.778 7.007 -1.24 -1.68 0.50
C -1.952 2.657 1.115 0.08 0.05 -0.33
H 1.499 0.488 7.720 -0.12 0.37 0.06
C -1.754 -4.317 -0.169 0.02 0.20 0.09
C -0.536 4.699 6.710 1.11 1.96 -0.62
P 0.504 -0.568 1.164 -0.37 0.60 2.39
C -2.860 0.067 4.861 -0.20 -0.27 -0.52
H -0.220 0.593 5.626 0.14 0.31 0.44
H 4.870 1.293 -0.252 -0.23 -0.25 0.00
H -5.474 1.818 2.563 0.27 -0.15 0.04
C -0.960 2.505 -1.102 0.00 -0.07 0.14
N 2.924 0.022 3.902 -2.27 -0.54 -1.01
H -2.257 -5.220 -0.515 0.06 0.21 0.12
C -4.151 2.042 4.228 -0.08 -0.13 -0.13
H -3.191 3.098 6.448 0.06 -0.15 -0.01
C -0.227 1.383 -0.704 -0.38 0.25 0.06
H -2.415 3.992 -0.510 0.17 -0.14 0.01
C 3.007 0.434 0.412 -0.15 -0.03 0.01
C -0.025 1.793 8.807 -0.46 -1.86 0.55
C -4.337 0.009 2.934 -0.17 -0.14 -0.22
H -1.496 5.203 6.754 0.14 -0.37 0.06
C 2.342 -1.626 -0.678 -0.13 0.14 0.14
C -0.390 0.887 0.595 -0.03 0.34 -0.66
C 4.161 0.472 -0.373 -0.13 -0.19 -0.05
H 2.646 4.059 7.719 -0.38 -0.20 -0.10
H -0.846 2.891 -2.115 -0.05 -0.05 0.26
H -2.669 -3.046 -1.674 0.19 -0.09 0.25
C 1.391 3.632 5.882 0.67 2.14 -0.70
C 0.574 -0.409 2.910 0.90 -0.88 -0.89
C 1.677 4.097 7.224 0.92 2.09 -0.79
Fe 0.084 2.901 7.187 -0.12 -0.70 -0.04
C -0.430 -2.022 0.676 -0.24 -0.35 -0.41
C 0.494 4.755 7.739 0.92 1.98 -1.20
C -1.224 1.541 1.514 0.02 -0.13 -0.05
C 1.846 -0.202 3.463 2.15 0.61 1.03
C -4.709 1.338 3.180 -0.08 0.08 0.13
H -2.202 -0.452 5.558 -0.15 0.21 -0.19
H -0.267 -0.678 3.562 0.26 0.13 -0.55
H 5.300 -0.491 -1.942 -0.25 -0.02 0.21
C -3.209 1.428 5.101 0.48 0.45 0.38
C -0.890 -4.382 0.932 -0.01 0.17 -0.21
C -0.215 -3.237 1.350 -0.10 0.15 -0.19
H -2.608 3.151 1.836 0.19 -0.18 -0.25
H -4.804 -0.537 2.114 0.16 0.05 0.15
C -1.981 -3.103 -0.829 0.17 -0.11 0.16
C 3.500 -1.588 -1.456 0.09 0.25 0.10
```
Forces are in eV/Å.


# 4
Entry from the Open Molecules 2025 dataset: a cluster of 2 separate species, C4H12O2 in total (ωB97M-V with the def2-TZVPD basis set).

Values from the calculation:
structure (SMILES)	CCO.CCO
maximum force	0.04028	Eh/bohr
LUMO	0.9	eV
DFT total energy	-310.03378	a.u.
energy relative to the best compared isomer or geometry (same formula, charge and spin)	102.8	kJ/mol

The geometry in XYZ format:
```
18
Properties=species:S:1:pos:R:3:forces:R:3
H -1.146 -1.487 0.045 0.00 -0.03 -0.04
O -2.746 -1.440 -1.234 0.23 -0.37 0.26
C -1.630 0.567 -0.434 0.00 0.60 -0.30
O 2.757 -1.106 0.094 0.02 -0.38 -0.11
C -2.024 -0.869 -0.136 -0.73 0.15 0.07
H 1.362 1.628 1.418 -0.88 -0.19 -0.57
H -2.373 1.352 -0.270 -0.64 -0.55 -0.15
H 3.078 -0.711 -0.719 -0.21 0.17 -0.09
H 1.617 -0.746 1.667 0.00 0.23 0.07
C 1.654 -0.390 0.635 0.58 -0.36 0.51
H -0.804 1.002 0.129 0.36 -0.65 -0.05
H -1.394 0.561 -1.504 0.37 0.39 0.14
H 0.706 -0.710 0.217 -0.04 0.12 -0.53
H -2.698 -0.964 0.719 0.26 0.16 0.25
H 2.876 1.357 0.989 0.30 -0.67 -0.42
H -2.918 -0.768 -1.889 -0.06 0.30 -0.21
H 1.805 1.632 -0.336 -0.46 -0.31 -0.09
C 1.878 1.092 0.609 0.88 1.40 1.25
```
Forces are in eV/Å.


# 5
Entry from the Open Molecules 2025 dataset: the molecule C3H4N2S2 (ωB97M-V with the def2-TZVPD basis set).

Values from the calculation:
structure (SMILES)	N#CCS/C=N\S
maximum force	0.04332	Eh/bohr
LUMO	0.3	eV
DFT total energy	-1022.53984	a.u.
energy relative to the best compared isomer or geometry (same formula, charge and spin)	199.0	kJ/mol

The geometry in XYZ format:
```
11
Properties=species:S:1:pos:R:3:forces:R:3
C 0.529 1.822 -1.060 0.74 -0.23 -1.27
H -1.727 -2.179 1.250 0.21 0.12 0.54
H 0.993 0.253 0.915 0.37 0.49 0.18
C 0.096 -0.318 1.087 2.03 -0.47 0.79
N 0.112 -0.993 2.182 -1.21 0.66 -1.44
S -0.891 -0.285 -0.336 -1.58 -0.97 -0.40
C 0.236 0.453 -1.560 0.60 0.84 1.59
H 1.173 -0.116 -1.627 -0.28 0.16 -0.03
S -1.200 -2.012 2.509 -0.25 -0.34 -0.30
H -0.236 0.497 -2.534 -0.28 -0.07 0.03
N 0.915 2.880 -0.825 -0.34 -0.19 0.29
```
Forces are in eV/Å.


# 6
Entry from the Open Molecules 2025 dataset: a cluster of 2 separate species, H4O2 in total (ωB97M-V with the def2-TZVPD basis set).

Values from the calculation:
structure (SMILES)	O.O
maximum force	0.04034	Eh/bohr
LUMO	0.6	eV
DFT total energy	-152.86171	a.u.
energy relative to the best compared isomer or geometry (same formula, charge and spin)	34.7	kJ/mol

The geometry in XYZ format:
```
6
Properties=species:S:1:pos:R:3:forces:R:3
H -0.404 -0.683 1.044 -0.57 0.25 -0.06
O -0.888 0.055 0.622 -0.45 -0.10 2.02
H 0.332 -0.179 -0.362 0.91 0.79 -1.54
H 0.992 0.442 -1.694 -0.19 -0.80 1.04
O 1.077 -0.258 -1.008 0.08 0.29 -0.46
H -1.108 0.624 1.398 0.22 -0.43 -1.00
```
Forces are in eV/Å.